The following is a DFT calculation (the ωB97M-V functional and the def2-TZVPD basis) of a structure of composition C17H6Cl5F2NNi.

Structure (XYZ):
```
32
Properties=species:S:1:pos:R:3:forces:R:3:lowdin_charge:R:1
Ni 0.827388 -0.415585 -0.370097 -0.292 0.323 0.287 0.3338
Cl 3.216064 -0.683127 -0.171159 -0.055 0.063 -0.012 0.7521
C 2.482379 -1.393640 1.281738 0.018 -0.105 -0.020 -0.6304
C 1.103737 -1.448160 1.220058 0.191 -0.137 -0.033 -0.2067
C 0.501163 -1.941524 2.374154 -0.020 0.005 0.058 -0.6522
Cl -1.224170 -1.989132 2.536690 0.032 0.042 0.024 0.7177
C 1.256423 -2.379484 3.470250 -0.009 -0.019 0.003 -0.6986
Cl 0.481884 -3.000683 4.876293 -0.002 0.000 -0.009 0.6802
C 2.650246 -2.312511 3.449881 -0.013 0.014 -0.016 -0.7068
Cl 3.580801 -2.848799 4.790886 -0.001 -0.003 -0.002 0.6890
C 3.289134 -1.791084 2.329985 0.067 -0.011 -0.011 -0.7128
Cl 5.000220 -1.651222 2.247532 -0.026 -0.005 0.007 0.6922
F -3.860955 -2.770035 -0.622704 -0.004 -0.019 0.000 0.0704
C -3.117862 -1.658095 -0.760888 -0.021 -0.011 -0.003 -0.2706
C -1.764159 -1.721825 -0.493983 0.018 0.051 0.006 -0.0727
C -1.003397 -0.570477 -0.618714 -0.017 -0.156 -0.001 -0.1149
C -1.603843 0.610111 -1.091726 -0.114 -0.022 0.033 -0.1122
C -2.974925 0.620345 -1.314024 0.052 -0.006 -0.066 -0.2110
F -3.583438 1.745577 -1.748725 -0.005 0.026 0.009 0.0649
C -3.760652 -0.497617 -1.146836 -0.020 -0.019 -0.024 0.0682
C -0.667502 1.682444 -1.422028 -0.008 0.051 -0.098 -0.1748
C -0.970570 2.976677 -1.837449 -0.009 -0.012 0.029 0.0148
C 0.058595 3.840052 -2.162384 0.011 0.010 -0.009 -0.0442
C 1.373710 3.408995 -2.072922 0.006 0.002 -0.009 -0.0517
C 1.603872 2.115831 -1.650807 -0.024 -0.005 0.042 -0.1047
N 0.616634 1.275497 -1.334621 0.263 -0.046 -0.168 0.0316
H -1.336641 -2.653742 -0.156554 -0.016 -0.017 -0.029 0.0966
H -4.823124 -0.471490 -1.337845 0.000 -0.002 0.005 0.1331
H -1.998254 3.293159 -1.901558 -0.004 0.002 0.012 0.1104
H -0.166431 4.847558 -2.486973 0.003 0.001 0.005 0.1136
H 2.204167 4.053218 -2.321658 -0.004 0.002 -0.006 0.1076
H 2.609513 1.728774 -1.553809 0.003 0.001 -0.005 0.0883
```
Positions in Å, forces in eV/Å.

Output
LUMO level, eV: -0.33
F_max, eV/Å: 0.5
Energy relative to the best compared isomer or geometry (same formula, charge and spin), kJ/mol: 0.0
Gap between HOMO and LUMO, eV: 8.5
DFT total energy, Ha: -4715.1632

***

The following is a DFT calculation (the ωB97M-V functional and the def2-TZVPD basis) of a structure of composition C17H6Cl5F2NNi.

Structure (XYZ):
```
32
Properties=species:S:1:pos:R:3:forces:R:3:lowdin_charge:R:1
Ni 0.846085 -0.667286 -0.618636 -0.143 0.816 0.402 0.3388
Cl 3.241751 -0.971822 -0.370808 -0.040 0.096 -0.146 0.7525
C 2.484253 -1.450610 1.153322 -0.081 -0.129 0.129 -0.6397
C 1.104457 -1.488687 1.086863 0.109 -0.410 -0.071 -0.2068
C 0.473193 -1.820377 2.281580 0.087 0.008 0.047 -0.6575
Cl -1.252541 -1.841205 2.400967 -0.033 0.013 0.015 0.7219
C 1.205353 -2.117341 3.438872 -0.033 0.013 -0.023 -0.6991
Cl 0.398601 -2.537093 4.899809 -0.001 -0.002 0.000 0.6806
C 2.599977 -2.070447 3.430992 0.008 0.002 -0.002 -0.7062
Cl 3.501413 -2.433135 4.848882 0.000 -0.001 -0.008 0.6872
C 3.265595 -1.717241 2.261228 0.035 0.005 -0.002 -0.7130
Cl 4.979916 -1.621550 2.191031 -0.010 -0.001 0.000 0.6923
F -3.931817 -2.811383 -0.691305 -0.009 -0.018 -0.004 0.0709
C -3.153037 -1.724360 -0.825912 0.005 0.027 -0.020 -0.2755
C -1.787006 -1.853849 -0.672124 -0.001 0.011 -0.044 -0.0713
C -0.994370 -0.724439 -0.792058 0.088 -0.133 0.147 -0.1305
C -1.569636 0.513185 -1.126749 -0.076 -0.042 0.035 -0.1086
C -2.953638 0.584325 -1.237878 0.049 -0.019 -0.102 -0.2095
F -3.554636 1.755891 -1.539989 0.004 0.027 0.017 0.0643
C -3.769053 -0.514948 -1.086208 -0.032 -0.033 -0.022 0.0686
C -0.619729 1.596458 -1.391514 -0.014 0.114 -0.101 -0.1760
C -0.927358 2.925273 -1.672490 0.012 0.036 0.040 0.0135
C 0.096883 3.818538 -1.929581 -0.015 -0.010 -0.003 -0.0456
C 1.411704 3.382131 -1.905647 0.020 -0.013 0.011 -0.0530
C 1.645803 2.050494 -1.624894 0.060 0.015 0.040 -0.1070
N 0.665732 1.183213 -1.378682 0.035 -0.353 -0.347 0.0432
H -1.370770 -2.817501 -0.416013 -0.015 -0.005 0.009 0.1088
H -4.840860 -0.433535 -1.189825 -0.001 -0.003 0.004 0.1332
H -1.953893 3.250515 -1.685779 -0.009 -0.007 0.017 0.1093
H -0.133207 4.852998 -2.148357 -0.002 0.002 0.004 0.1132
H 2.238195 4.049466 -2.101118 0.002 -0.004 -0.004 0.1072
H 2.652648 1.654329 -1.587978 -0.002 -0.003 -0.019 0.0941
```
Positions in Å, forces in eV/Å.

Output
LUMO level (spin up / spin down), eV: -0.34 / -0.34
F_max, eV/Å: 0.9
Energy relative to the best compared isomer or geometry (same formula, charge and spin), kJ/mol: 18.0
Gap between HOMO and LUMO (spin up / spin down), eV: 8.3 / 8.3
DFT total energy, Ha: -4715.1564

***

The following is a DFT calculation (the ωB97M-V functional and the def2-TZVPD basis) of a cluster of 36 separate species, C17H99FN2O38PS in total in a non-equilibrium geometry.

Structure (XYZ):
```
159
Properties=species:S:1:pos:R:3:forces:R:3:lowdin_charge:R:1
C 3.782779 0.691570 3.991653 3.510 -0.629 0.821 -0.0046
C 2.661983 0.858558 3.665028 -3.584 0.886 -1.161 -0.1564
P 0.837077 0.653151 3.057285 -1.336 0.709 0.001 0.5750
C -0.851678 0.245929 2.233311 0.297 -0.805 1.075 -0.2869
C -1.667573 -0.856294 2.939038 -0.781 0.500 -1.410 -0.2106
C -2.914661 -1.105164 2.023717 0.383 -0.301 0.721 -0.2573
C -4.229826 -1.349480 2.762203 -0.349 -0.199 -1.578 -0.4695
S -5.077271 0.153225 3.358191 -0.127 0.368 0.668 1.0026
C -5.827205 0.912505 1.969222 1.021 -0.877 1.710 -0.6997
N -5.943787 0.504792 0.778708 0.137 -0.884 -1.244 0.0656
N -6.593769 1.521692 0.104203 0.108 -1.337 -2.356 0.0506
C -6.812887 2.432471 0.919222 -0.578 1.672 0.864 -0.2093
O -6.365691 2.133012 2.163460 -0.146 0.681 0.493 0.0187
C 0.035957 1.774533 4.369947 1.254 0.007 0.112 -0.2424
C 0.735956 3.119628 4.718468 -1.701 0.424 0.206 -0.4264
C 1.210245 3.952760 3.510560 0.451 0.423 1.050 -0.1097
C -0.354971 4.014643 5.434610 0.206 -0.707 -0.845 -0.1125
O 0.756929 -0.613511 4.244156 1.030 -0.696 -1.156 -0.3302
C 1.584962 -1.729404 3.907674 -1.365 0.158 0.523 -0.1752
C 1.952033 -1.657745 2.371149 0.057 -0.901 0.432 -0.3230
C 1.371660 -2.816892 1.498922 0.103 0.987 0.027 -0.2823
F 1.055921 -3.944717 2.283315 0.193 -0.206 -0.203 -0.0397
C 2.285221 -3.201134 0.341200 -0.440 -0.991 -0.245 -0.1764
C 1.651036 -4.337720 -0.513872 -0.194 0.538 -0.251 -0.1009
O 1.486597 -0.458330 1.853180 0.911 -0.837 0.304 -0.2995
H 4.789021 0.424339 4.222073 -0.084 0.206 0.108 0.0194
H 0.944440 1.635489 2.012320 0.439 0.283 0.434 0.0399
H -1.462796 1.145118 2.083994 0.113 -0.149 0.284 0.0587
H -0.607734 -0.148744 1.239086 -0.185 0.317 0.130 0.0497
H -1.098303 -1.794370 2.951763 -0.025 0.287 0.425 0.0954
H -1.974543 -0.579928 3.956494 0.198 -0.066 -0.131 0.1067
H -2.713445 -2.021324 1.443653 -0.170 0.266 -0.024 0.1093
H -3.010920 -0.277635 1.312511 -0.165 -0.197 0.111 0.0761
H -4.111116 -2.019776 3.617254 -0.124 0.358 0.057 0.0639
H -4.912411 -1.829383 2.043342 -0.087 0.066 0.441 0.0713
H -7.289821 3.373117 0.689950 0.052 0.005 0.442 0.1395
H 0.025385 1.188894 5.300004 -0.151 0.077 -0.255 0.0866
H -1.015219 1.916679 4.077531 0.302 0.251 -0.051 0.0646
H 1.513151 2.975807 5.480002 0.177 -0.183 -0.558 0.1113
H 0.307782 4.259336 2.958338 0.407 -0.085 -0.198 0.0793
H 1.688344 4.871001 3.932279 -0.411 -0.527 -0.534 0.0535
H 1.948719 3.460458 2.873122 -0.318 -0.100 -0.028 0.0455
H -1.337064 3.733515 5.014504 0.208 0.237 0.110 0.0644
H -0.178134 5.055047 5.152616 -0.017 -0.051 0.575 0.0389
H -0.403991 3.838310 6.512803 0.151 0.252 -0.141 0.0542
H 2.465711 -1.755712 4.568383 0.009 0.153 -0.451 0.1034
H 0.938530 -2.569425 4.213030 0.550 -0.268 -0.589 0.1025
H 3.048551 -1.751131 2.270153 -0.096 0.256 0.162 0.1330
H 0.423230 -2.452519 1.069401 0.061 -0.201 0.264 0.1315
H 3.265647 -3.557668 0.683976 -0.136 0.347 0.180 0.1133
H 2.445651 -2.308686 -0.279103 -0.042 -0.104 0.269 0.1194
H 1.938546 -5.335462 -0.160736 -0.027 0.255 -0.054 0.0717
H 1.939453 -4.248458 -1.578071 -0.144 -0.130 0.747 0.0353
H 0.552811 -4.277759 -0.439051 0.246 -0.042 -0.084 0.0676
O -0.099515 -1.139372 -1.685899 0.073 -0.012 0.068 -0.0469
H -0.746627 -0.435949 -1.812352 0.091 0.079 -0.033 0.0214
H 0.202825 -1.018064 -0.774043 0.063 0.030 -0.016 0.0341
O -4.702391 -0.173373 -2.434154 0.048 0.203 -0.045 -0.0604
H -5.267426 0.031773 -1.676246 0.094 -0.106 0.109 0.0036
H -4.948632 0.484414 -3.092246 -0.053 -0.013 0.002 0.0361
O -7.228795 4.148285 4.640542 -0.176 -0.001 -0.102 -0.0553
H -7.041646 3.619748 3.858318 0.142 -0.041 0.057 -0.0019
H -8.072022 3.804046 4.960993 0.045 -0.020 0.078 0.0041
O -2.028043 1.463255 -0.144393 -0.470 0.238 -0.666 -0.0506
H -2.684919 1.404700 -0.850398 -0.008 -0.136 -0.015 0.0302
H -2.044367 2.398057 0.089310 0.233 -0.035 0.165 0.0505
O -9.552248 2.131398 5.281008 -0.251 0.279 0.046 -0.0512
H -9.392914 1.575614 4.510298 0.093 -0.240 0.195 0.0392
H -10.394775 1.810502 5.623082 -0.108 0.025 -0.259 0.0546
O 1.759644 -0.879471 -4.319652 -0.175 -0.155 -0.071 -0.0538
H 1.317261 -0.146917 -4.765862 0.083 0.182 0.010 0.0046
H 1.324399 -0.924225 -3.455793 -0.032 -0.034 0.086 0.0135
O 1.906139 7.236012 4.315979 0.578 0.009 0.591 -0.0619
H 1.143805 7.738007 4.619516 -0.132 -0.127 -0.138 0.0295
H 2.338748 7.826895 3.689877 0.031 -0.097 -0.136 -0.0076
O 3.331094 -5.078005 -2.985086 0.084 -0.091 -0.324 -0.0535
H 3.249025 -5.049927 -3.946502 0.182 -0.025 0.031 0.0072
H 4.042020 -5.706303 -2.827572 -0.009 0.016 0.006 0.0423
O -3.782629 -4.491162 3.246034 -0.148 -0.082 0.041 -0.0423
H -3.586192 -5.081392 3.983298 -0.406 0.003 0.104 0.0470
H -4.473382 -4.953452 2.758437 0.064 -0.027 -0.048 0.0591
O 1.619293 -3.006978 -6.554821 0.221 -0.314 -0.182 -0.0583
H 0.971583 -2.306771 -6.684388 0.081 0.092 0.096 0.0411
H 1.915264 -2.875663 -5.642788 -0.101 0.292 0.025 0.0397
O 3.301855 -2.911485 -8.910648 -0.059 -0.088 -0.296 -0.0546
H 2.854218 -2.186314 -9.362542 0.048 0.127 0.158 0.0000
H 2.859768 -2.955706 -8.044902 -0.117 0.115 0.212 0.0104
O 0.422983 8.841716 2.761951 -0.202 0.502 -0.330 -0.0444
H -0.444657 9.246170 2.655302 -0.007 -0.027 0.082 0.0508
H 0.707291 8.648567 1.862706 -0.020 -0.215 0.056 0.0430
O 4.488768 7.083035 6.373537 0.502 -0.021 0.016 -0.0688
H 3.711137 7.181564 5.818684 -0.459 -0.044 -0.307 -0.0059
H 5.231446 7.186925 5.763196 -0.209 -0.015 0.164 0.0343
O 6.245063 -2.606788 -10.052584 0.291 -0.093 0.191 -0.0707
H 6.397923 -3.180606 -10.816354 -0.214 -0.028 -0.026 0.0038
H 5.408011 -2.928525 -9.687584 -0.008 0.025 -0.013 -0.0009
O -1.201640 -5.118403 4.472279 -0.084 -0.158 0.012 -0.0522
H -1.978908 -4.993407 3.916701 0.657 0.183 -0.206 -0.0254
H -0.458619 -5.020078 3.863269 0.013 0.110 0.030 0.0260
O 5.421793 2.888716 5.289890 0.199 0.435 -0.004 -0.0716
H 4.737013 2.926464 4.606410 -0.104 -0.328 0.098 0.0200
H 5.517183 3.805569 5.575689 -0.219 -0.127 -0.098 0.0130
O 8.122086 4.271682 5.894913 -0.031 0.069 0.063 -0.0664
H 7.943709 3.432130 5.455184 -0.143 0.027 -0.001 0.0289
H 7.310673 4.457014 6.381870 0.228 -0.061 0.011 0.0169
O 3.351826 -1.032623 -11.501488 -0.075 -0.146 0.255 -0.0510
H 3.332163 -1.073123 -12.462281 -0.012 -0.012 0.012 0.0478
H 4.089339 -1.611929 -11.257198 0.107 0.087 -0.099 0.0090
O 3.961409 -5.436266 -6.058194 0.022 -0.217 -0.238 -0.0372
H 3.145712 -5.271637 -6.548371 -0.065 0.043 0.045 0.0521
H 4.654072 -5.365488 -6.725299 0.015 0.345 0.059 0.0510
O -2.493775 -6.285341 0.965139 -0.224 0.066 0.014 -0.0582
H -3.124935 -6.312607 0.239125 0.100 -0.023 -0.070 0.0330
H -2.511317 -5.366497 1.258999 0.119 -0.025 0.058 0.0131
O 1.753073 0.074245 -8.277971 -0.010 -0.022 -0.170 -0.0479
H 0.978061 0.148723 -8.847272 -0.022 -0.097 0.029 0.0340
H 2.496556 0.120639 -8.890564 0.030 0.062 0.050 0.0303
O 4.260287 -3.915205 -11.462779 -0.540 -0.181 -0.220 -0.0662
H 4.232117 -4.794650 -11.853598 0.261 0.043 -0.094 0.0481
H 3.397172 -3.816100 -11.041314 0.117 -0.018 0.217 0.0279
O 0.005085 -2.116520 -10.238500 0.187 -0.017 0.007 -0.0515
H 0.192449 -2.804112 -9.589275 -0.046 0.020 0.016 0.0354
H 0.824796 -2.039493 -10.742135 -0.032 0.071 -0.035 0.0144
O -1.608436 -0.071388 -4.072845 -0.315 -0.143 0.034 -0.0450
H -1.458644 -0.641991 -4.834861 0.125 0.081 -0.022 0.0445
H -2.447697 -0.383839 -3.707453 -0.010 0.067 0.068 0.0285
O 1.520727 4.255377 8.027736 0.043 0.162 0.239 -0.0480
H 1.640251 4.189475 8.980391 0.016 -0.063 -0.023 0.0344
H 2.188502 4.892080 7.750396 0.019 -0.045 -0.140 0.0375
O -0.734452 -3.427787 -3.720856 -0.089 -0.023 -0.180 -0.0621
H -0.116551 -3.686016 -3.027968 -0.005 0.063 0.054 0.0187
H -0.950869 -2.514907 -3.498936 0.173 -0.015 0.236 -0.0107
O 4.882507 -8.285797 -6.919787 0.154 0.087 -0.024 -0.0617
H 5.534213 -8.614642 -6.293372 -0.022 -0.046 -0.025 0.0337
H 4.708240 -7.381905 -6.627976 -0.253 -0.131 0.152 -0.0126
O -9.346920 1.778550 8.168977 -0.147 -0.108 -0.042 -0.0516
H -9.366864 1.764972 7.201265 0.372 0.103 0.084 -0.0051
H -8.626059 1.184338 8.396871 0.010 0.061 0.074 0.0472
O 3.690570 8.669279 2.128621 -0.201 0.138 -0.071 -0.0422
H 3.158375 9.469474 2.052676 0.066 0.039 0.089 0.0368
H 3.777423 8.354423 1.222668 0.065 -0.129 0.065 0.0489
O -11.478731 3.907969 8.774539 -0.011 -0.043 0.060 -0.0675
H -11.498775 3.896744 7.813840 0.028 0.052 0.012 0.0197
H -10.754060 3.309314 8.999134 0.021 -0.034 -0.108 0.0047
O 6.802431 -5.100856 -12.041628 0.066 -0.088 -0.022 -0.0463
H 6.991235 -5.793592 -11.396952 0.038 0.116 0.106 0.0484
H 7.617259 -5.025582 -12.548888 -0.010 0.023 0.011 0.0518
O 8.384987 -4.804175 -9.098912 -0.103 -0.025 0.016 -0.0690
H 7.731891 -4.101729 -9.224454 -0.064 0.184 -0.091 -0.0010
H 8.687006 -4.686451 -8.193504 0.037 -0.033 -0.023 0.0332
O -1.635195 6.766366 5.909709 -0.262 0.445 0.213 -0.0691
H -2.423024 6.218346 5.838001 0.068 -0.075 -0.096 0.0376
H -1.259281 6.519114 6.761028 0.106 -0.101 -0.085 0.0356
O 0.480075 1.866061 -5.588913 -0.058 0.097 -0.110 -0.0485
H -0.263668 2.409711 -5.310411 -0.037 -0.161 0.162 0.0377
H 0.933769 2.402082 -6.247235 0.120 -0.162 -0.029 0.0377
O -8.952671 -0.708219 4.766129 0.003 -0.034 -0.113 -0.0527
H -8.778081 -1.426446 5.381902 -0.040 0.024 0.019 0.0471
H -8.133734 -0.621546 4.266456 0.172 -0.038 -0.015 0.0193
```
Positions in Å, forces in eV/Å.

Output
LUMO level, eV: 1.19
F_max, eV/Å: 3.9
Gap between HOMO and LUMO, eV: 5.9
Net charge: -1
DFT total energy, Ha: -4515.0652